Record 1
The following is a DFT calculation (ωB97M-V/def2-TZVPD) of C8H12AlO4 as an isolated structure in a non-equilibrium geometry.

Geometry as XYZ:
```
25
Properties=species:S:1:pos:R:3:lowdin_spin:R:1
Al 15.324 -9.119 -5.616 -0.315
O 17.405 -7.053 -5.140 -0.303
C 17.967 -6.065 -5.606 -0.022
O 18.927 -6.195 -6.517 0.281
C 19.486 -5.000 -6.980 0.266
C 18.389 -3.937 -6.621 0.064
C 17.648 -4.612 -5.412 -0.026
H 19.835 -5.066 -8.010 0.064
H 20.460 -4.776 -6.545 0.133
H 17.703 -3.684 -7.429 0.045
H 18.848 -3.059 -6.166 0.005
H 16.617 -4.262 -5.463 0.009
H 18.030 -4.386 -4.416 0.013
O 12.881 -8.909 -3.890 -0.078
C 12.213 -8.230 -3.170 -0.002
O 10.954 -8.468 -2.931 0.335
C 10.477 -7.927 -1.783 0.222
C 11.732 -7.450 -1.124 0.065
C 12.691 -7.176 -2.281 0.000
H 9.788 -8.596 -1.267 0.056
H 9.878 -7.126 -2.214 0.132
H 12.146 -8.239 -0.496 0.041
H 11.634 -6.700 -0.339 0.003
H 13.681 -7.314 -1.847 0.004
H 12.488 -6.229 -2.782 0.007
```

Output
- lowest unoccupied orbital energy (spin up / spin down) (Eh) = -0.762 / -0.727
- spin multiplicity = 2
- net charge = +4
- ΔE to the lowest compared entry with this formula, charge and spin (kJ/mol) = 0.0
- highest occupied orbital energy (spin up / spin down) (hartree) = -0.886 / -0.920
- E (Eh) = -853.3202
- gap between HOMO and LUMO (spin up / spin down) (eV) = 3.381 / 5.259

***

Record 2
The following is a DFT calculation (ωB97M-V/def2-TZVPD) of C8H12B2CdF14O4 as an isolated structure in a non-equilibrium geometry.

Geometry as XYZ:
```
41
Properties=species:S:1:pos:R:3:nbo_charge:R:1
Cd 1.920 -0.128 -0.082 1.773
C 0.530 1.597 -1.951 0.323
O 0.252 1.560 -0.537 -0.590
O 1.519 0.721 -2.087 -0.915
C -0.761 1.319 -2.765 0.914
F -1.729 2.263 -2.660 -0.356
F -0.431 1.264 -4.077 -0.344
F -1.325 0.146 -2.438 -0.326
C -0.756 2.380 0.008 -0.059
C -0.766 2.161 1.509 -0.640
H -1.548 2.721 2.028 0.180
H -0.896 1.105 1.757 0.231
H 0.210 2.419 1.919 0.235
H -1.805 2.286 -0.310 0.156
H -0.549 3.428 -0.265 0.153
H 0.893 2.559 -2.367 0.115
C -0.498 -2.058 1.033 0.348
O -1.413 -1.495 0.078 -0.550
O 0.627 -1.434 1.026 -0.939
C -1.072 -2.291 2.448 0.919
F -0.148 -2.535 3.376 -0.321
F -1.837 -1.284 2.930 -0.348
F -1.859 -3.409 2.432 -0.366
C -2.775 -1.852 0.118 -0.061
C -3.528 -1.057 -0.929 -0.608
H -3.317 -1.267 -1.974 0.213
H -4.581 -1.310 -0.743 0.176
H -3.400 0.013 -0.751 0.211
H -3.223 -1.755 1.106 0.162
H -2.891 -2.914 -0.167 0.140
H -0.334 -3.086 0.642 0.088
B 3.348 1.953 1.126 1.333
F 4.534 1.929 1.851 -0.561
F 2.964 3.267 0.757 -0.578
F 3.552 1.269 -0.101 -0.576
F 2.282 1.363 1.839 -0.574
B 3.770 -2.050 -0.744 1.335
F 4.262 -3.340 -0.783 -0.553
F 2.525 -1.895 -1.401 -0.575
F 3.595 -1.414 0.531 -0.588
F 4.659 -1.149 -1.382 -0.576
```

Output
- lowest unoccupied orbital energy (Eh) = 0.184
- net charge = -2
- ΔE to the lowest compared entry with this formula, charge and spin (kJ/mol) = 104.7
- highest occupied orbital energy (hartree) = -0.104
- E (Eh) = -2229.1394
- gap between HOMO and LUMO (eV) = 7.845

***

Record 3
The following is a DFT calculation (ωB97M-V/def2-TZVPD) of C8H12B2F8LiO6 as an isolated structure in a non-equilibrium geometry.

Geometry as XYZ:
```
37
Properties=species:S:1:pos:R:3:nbo_charge:R:1
Li 0.044 0.859 0.460 0.892
B 0.967 0.124 -1.804 1.344
F 0.067 1.175 -1.487 -0.576
F 0.162 -0.869 -2.459 -0.595
F 1.981 0.531 -2.662 -0.555
F 1.480 -0.326 -0.576 -0.579
B 0.670 3.225 0.609 1.335
F 0.958 3.538 -0.715 -0.555
F 1.446 2.113 1.066 -0.598
F 0.941 4.350 1.400 -0.568
F -0.673 2.793 0.740 -0.577
C 3.156 -1.203 1.813 -0.637
C 2.063 -1.254 2.851 0.079
C 2.406 -0.536 4.179 -0.088
O 1.323 0.353 4.395 -0.494
C 0.492 0.355 3.326 0.980
O -0.463 1.040 3.200 -0.555
O 0.931 -0.518 2.387 -0.498
H 4.049 -1.629 2.277 0.195
H 3.336 -0.206 1.412 0.252
H 2.856 -1.767 0.928 0.244
H 1.803 -2.290 3.073 0.173
H 3.355 -0.002 4.146 0.187
H 2.428 -1.265 4.991 0.176
C -2.662 0.195 -3.978 -0.636
C -3.237 -0.359 -2.694 0.074
C -2.969 -1.856 -2.476 -0.093
O -2.531 -1.930 -1.127 -0.487
C -2.226 -0.692 -0.689 1.010
O -1.667 -0.460 0.338 -0.625
O -2.585 0.244 -1.575 -0.461
H -1.571 0.170 -3.945 0.261
H -2.928 1.237 -4.155 0.221
H -3.041 -0.383 -4.826 0.199
H -4.307 -0.129 -2.665 0.170
H -2.168 -2.204 -3.129 0.203
H -3.884 -2.423 -2.629 0.182
```

Output
- lowest unoccupied orbital energy (Eh) = 0.098
- net charge = -1
- ΔE to the lowest compared entry with this formula, charge and spin (kJ/mol) = 22.1
- highest occupied orbital energy (hartree) = -0.298
- E (Eh) = -1620.3611
- gap between HOMO and LUMO (eV) = 10.781

***

Q: net charge of number 1 (C8H12AlO4)?
A: +4